1.
Below is C24H30CrN11O15 as an isolated structure at a distorted geometry, with properties calculated with the ωB97M-V functional and the def2-TZVPD basis.

```
81
Properties=species:S:1:pos:R:3
Cr -0.69565 0.09121 0.85347
N 1.30325 -2.44166 1.84741
O 2.33244 -2.24984 2.41049
O 0.81637 -3.57222 1.74864
O 0.64535 -1.50340 1.38837
N 1.25204 1.70745 0.12304
O 2.23024 2.36065 -0.17709
O 0.44326 1.14041 -0.59139
O 1.02923 1.24597 1.18863
N -2.41191 2.24888 0.70432
O -2.36815 1.37037 -0.13882
O -3.15279 3.23364 0.74570
O -1.75958 1.86262 1.59199
N -2.47143 -2.15373 2.48769
O -1.90791 -3.24681 2.40600
O -3.59335 -2.12675 2.96554
O -2.04146 -1.13528 1.92189
N -1.49283 -2.28605 -1.14156
O -1.86404 -2.72720 -2.22701
O -1.22858 -3.09358 -0.27517
O -1.17530 -1.12631 -0.85998
N -6.08424 -3.06962 -2.17317
C -5.35134 -2.51849 -1.15861
C -4.76392 -1.30204 -1.61131
C -5.22637 -1.00424 -2.88856
C -5.93390 -2.15467 -3.23256
H -6.64730 -3.90231 -2.07474
H -5.41211 -2.91732 -0.15678
H -4.13890 -0.55777 -1.14036
H -4.89307 -0.11920 -3.41011
H -6.50074 -2.37141 -4.12594
N -0.51727 5.84787 1.57925
C 0.51718 5.05799 1.13267
C 1.12972 4.63024 2.30760
C 0.58975 5.28445 3.42075
C -0.39072 6.10854 2.94355
H -1.18510 6.28981 0.96379
H 0.59852 4.98299 0.05836
H 2.00623 3.99943 2.32196
H 0.86303 5.15622 4.45771
H -1.09635 6.74746 3.45373
N -1.41357 0.86921 4.75789
C -1.05046 -0.32857 5.29935
C 0.21347 -0.78374 4.93348
C 0.75694 0.34150 4.32675
C -0.24900 1.33971 4.15053
H -2.29608 1.36040 4.76352
H -1.86337 -0.79722 5.83409
H 0.68810 -1.73736 5.11163
H 1.75591 0.52208 3.95818
H -0.29962 2.32076 3.70177
N 5.57225 0.61519 2.41070
C 5.23626 0.15736 1.12460
C 6.33698 0.17129 0.30870
C 7.29852 0.88032 1.03269
C 6.83816 1.14309 2.31775
H 5.04397 0.54416 3.26859
H 4.23133 -0.18066 0.91902
H 6.49010 -0.13225 -0.71640
H 8.29109 1.03598 0.63651
H 7.30808 1.52357 3.21263
N -0.97910 -0.60239 -7.24016
C -2.33443 -0.53408 -7.15423
C -2.65528 -0.59192 -5.78495
C -1.49819 -0.48184 -5.01495
C -0.43190 -0.56220 -5.94197
H -0.39542 -0.45491 -8.05114
H -2.91120 -0.70244 -8.05167
H -3.68548 -0.55619 -5.46276
H -1.41883 -0.38647 -3.94210
H 0.63143 -0.51611 -5.75862
N 2.75408 -3.56121 -1.15628
C 2.02520 -3.32409 -2.35299
C 2.02662 -1.97690 -2.58760
C 2.59029 -1.38993 -1.45318
C 3.12515 -2.36332 -0.63208
H 2.96951 -4.46109 -0.75143
H 1.64986 -4.08101 -3.02573
H 1.68552 -1.49867 -3.49388
H 2.79774 -0.33112 -1.40521
H 3.71309 -2.27519 0.26956
```

Output
HOMO-LUMO gap (alpha / beta) = 6.3 / 7.3 eV
expectation value of S² = 3.7946
2S+1 = 4
total charge = -2

---

2.
Below is one molecule with the formula C3H6N2O at a distorted geometry, with properties calculated with the ωB97M-V functional and the def2-TZVPD basis.

```
12
Properties=species:S:1:pos:R:3
C 0.95250 -1.31376 0.22701
C 0.52018 -0.31766 1.17683
C -0.45896 0.66060 0.49726
N 0.14304 0.76082 -0.82543
N -0.71362 0.56995 -1.82589
O 1.34366 -2.41191 0.35178
H 0.32405 -0.63516 2.23778
H 1.41934 0.35031 0.93283
H -1.35187 0.17773 0.62709
H -0.35558 1.66246 1.00222
H -1.41232 -0.03919 -1.60676
H -0.41041 0.53581 -2.79474
```

Output
HOMO-LUMO gap (alpha / beta) = 8.2 / 8.2 eV
2S+1 = 1

---

3.
Below is a 2-piece molecular cluster, C10H16 overall at a distorted geometry, with properties calculated with the ωB97M-V functional and the def2-TZVPD basis.

```
26
Properties=species:S:1:pos:R:3
C 3.04041 -0.47292 -0.23451
C 2.73860 -0.85428 1.20987
H 3.32353 0.57968 -0.31096
H 3.85754 -1.04599 -0.68283
H 2.18323 -0.59398 -0.89520
H 3.17861 -0.10977 1.88423
H 3.21842 -1.75942 1.60242
H 1.66463 -0.89123 1.36447
C -1.97540 0.13016 -1.82360
C -1.89120 -1.39121 -2.02269
C -1.42445 0.59855 -0.49837
C -0.16561 1.15060 -0.40584
C -2.21841 0.36573 0.64514
C 0.34174 1.50480 0.90686
C -1.71634 0.71080 1.95022
C -0.45936 1.29801 2.02721
H -1.56794 0.66227 -2.68713
H -3.04351 0.35765 -1.81511
H -0.83962 -1.68779 -2.12011
H 0.44758 1.32789 -1.28441
H -3.23086 -0.00075 0.47722
H 1.28262 2.04384 0.96223
H -2.09240 0.22520 2.84868
H 0.00423 1.45448 3.00161
H -2.40274 -1.66729 -2.94445
H -2.25334 -1.93504 -1.15493
```

Output
HOMO-LUMO gap (alpha / beta) = 3.1 / 7.2 eV
expectation value of S² = 0.7619
2S+1 = 2
total charge = -1

---

4.
Below is a 8-piece molecular cluster, H16O8 overall, with properties calculated with the ωB97M-V functional and the def2-TZVPD basis.

```
24
Properties=species:S:1:pos:R:3
O -2.29750 0.60087 3.77069
H -2.98182 1.27014 3.77356
H -2.26067 0.29920 2.86301
O -3.80123 -1.52307 -3.02761
H -3.06326 -1.32649 -2.45055
H -4.26136 -2.24095 -2.59269
O 2.81426 2.68526 2.13778
H 2.53641 3.58856 2.28966
H 3.72984 2.75789 1.86823
O -4.17927 3.85889 -1.79474
H -4.92135 3.99927 -1.20665
H -3.86597 2.98022 -1.58026
O 4.43470 0.26020 -4.70185
H 5.18416 -0.11450 -4.23910
H 3.93574 -0.49854 -5.00452
O -0.04984 -6.08513 -2.13708
H -0.96458 -6.00870 -1.86571
H 0.43870 -5.59709 -1.47423
O 2.45130 0.24950 5.81064
H 3.28862 -0.09984 6.11577
H 2.60634 0.47821 4.89419
O 0.02239 0.10144 -0.49915
H 0.68009 -0.17643 -1.13667
H 0.52420 0.54105 0.18726
```

Output
HOMO-LUMO gap = 11.5 eV
2S+1 = 1
SMILES = O.O.O.O.O.O.O.O

---

Looking at E_tot for the records above, in order, we have -3707.24164; -302.49340; -390.57205; -611.47345 a.u..